C32H49BN2O34S9 | ωB97M-V/def2-TZVPD

For the energy, the calculation gives -204762.6600 eV. The HOMO energy comes out at -0.261 Ha. Its HOMO-LUMO gap is 0.266 Eh.

Element x y z (Å)
1 C -1.618 1.849 1.286
2 O -1.979 1.249 0.038
3 B -2.686 0.083 0.068
4 O -3.493 -0.194 -1.023
5 C -2.624 -0.910 1.296
6 C -3.810 -1.168 1.982
7 C -3.781 -2.032 3.065
8 C -2.600 -2.628 3.466
9 C -1.386 -2.393 2.815
10 C -1.445 -1.530 1.712
11 S 0.006 -1.239 0.744
12 C 1.251 -1.467 1.979
13 C 2.443 -0.779 1.796
14 C 3.497 -0.941 2.682
15 C 3.299 -1.788 3.769
16 C 2.098 -2.455 3.952
17 C 1.027 -2.311 3.064
18 N -0.189 -3.038 3.221
19 C -0.317 -3.761 4.468
20 C -0.562 -2.939 5.715
21 C -1.262 -3.673 6.835
22 N -0.240 -1.724 5.794
23 H -1.351 2.881 1.073
24 H -0.750 1.370 1.730
25 H -2.446 1.864 1.983
26 H -4.069 0.560 -1.185
27 H -4.756 -0.737 1.691
28 H -4.701 -2.260 3.583
29 H -2.671 -3.299 4.303
30 H 2.545 -0.117 0.950
31 H 4.439 -0.436 2.543
32 H 4.103 -1.943 4.471
33 H 2.039 -3.101 4.809
34 H 0.563 -4.374 4.641
35 H -1.131 -4.474 4.407
36 H -0.828 -3.338 7.773
37 H -2.315 -3.406 6.873
38 H -1.115 -4.749 6.790
39 H -0.497 -1.351 6.706
40 C -1.932 1.407 -4.292
41 C -2.369 -0.011 -4.001
42 O -3.263 -0.331 -5.089
43 S -2.784 0.408 -6.414
44 O -2.022 -0.487 -7.211
45 O -3.890 1.109 -6.963
46 O -1.786 1.447 -5.728
47 H -2.694 2.133 -4.005
48 H -0.989 1.664 -3.817
49 H -2.882 -0.103 -3.047
50 H -1.527 -0.705 -4.032
51 C -6.359 1.764 4.949
52 C -5.448 2.789 5.590
53 O -4.383 2.010 6.150
54 S -4.102 0.730 5.226
55 O -3.022 1.014 4.357
56 O -4.122 -0.421 6.052
57 O -5.465 0.798 4.381
58 H -6.984 1.263 5.692
59 H -6.987 2.188 4.171
60 H -5.940 3.359 6.373
61 H -5.026 3.472 4.850
62 C 6.275 3.771 2.620
63 C 7.394 3.153 3.429
64 O 7.364 1.762 3.063
65 S 6.911 1.618 1.538
66 O 8.056 1.474 0.715
67 O 5.840 0.687 1.483
68 O 6.338 3.098 1.352
69 H 5.298 3.575 3.067
70 H 6.401 4.841 2.479
71 H 7.247 3.261 4.499
72 H 8.365 3.563 3.151
73 C 2.261 -7.123 5.788
74 C 1.917 -7.670 7.159
75 O 2.582 -6.783 8.068
76 S 2.606 -5.301 7.462
77 O 1.530 -4.552 8.003
78 O 3.937 -4.823 7.498
79 O 2.220 -5.699 5.956
80 H 3.269 -7.407 5.482
81 H 1.549 -7.425 5.025
82 H 2.272 -8.686 7.308
83 H 0.843 -7.625 7.352
84 C -1.112 5.441 -7.202
85 C -0.213 4.454 -6.490
86 O 0.415 5.227 -5.456
87 S -0.598 6.351 -4.936
88 O -1.248 5.886 -3.763
89 O 0.065 7.602 -4.970
90 O -1.639 6.261 -6.149
91 H -0.549 6.075 -7.889
92 H -1.925 4.957 -7.737
93 H 0.540 4.023 -7.143
94 H -0.789 3.656 -6.021
95 C -5.824 -0.568 -9.840
96 C -6.502 0.248 -8.768
97 O -7.621 0.853 -9.432
98 S -8.175 -0.141 -10.559
99 O -9.275 -0.873 -10.042
100 O -8.270 0.574 -11.778
101 O -6.905 -1.119 -10.610
102 H -5.212 0.063 -10.488
103 H -5.214 -1.367 -9.428
104 H -5.845 1.007 -8.357
105 H -6.882 -0.384 -7.962
106 C 11.258 2.624 7.534
107 C 10.569 1.759 6.497
108 O 9.317 2.422 6.267
109 S 9.507 4.004 6.421
110 O 9.688 4.573 5.134
111 O 8.519 4.485 7.314
112 O 10.926 3.968 7.154
113 H 10.865 2.441 8.535
114 H 12.337 2.497 7.535
115 H 10.393 0.745 6.841
116 H 11.126 1.736 5.558
117 C -1.339 -1.493 -10.665
118 C -2.108 -2.188 -11.771
119 O -2.962 -1.164 -12.303
120 S -2.224 0.254 -12.211
121 O -1.623 0.551 -13.458
122 O -3.097 1.164 -11.562
123 O -1.073 -0.184 -11.188
124 H -1.937 -1.388 -9.758
125 H -0.404 -1.991 -10.427
126 H -2.707 -3.019 -11.411
127 H -1.445 -2.532 -12.568

C20H31ClN4W | ωB97M-V/def2-TZVPD

For the energy, the calculation gives -41532.8762 eV. Its multiplicity is 3. Its net charge is +2. The HOMO energy (alpha / beta) comes out at -0.464 / -0.493 Ha. Its HOMO-LUMO gap (alpha / beta) is 0.146 / 0.176 Eh. The calculation puts the energy above the lowest of the compared OMol25 structures with the same formula, charge and spin at 61.1 kJ/mol.

Element x y z (Å)
1 C 4.361 -2.776 -3.129
2 C 4.115 -4.048 -2.417
3 C 3.497 -2.376 -4.253
4 C 5.341 -1.822 -2.573
5 Cl 1.923 -1.185 0.936
6 H 3.853 -2.681 -5.256
7 H 3.438 -1.275 -4.274
8 H 2.502 -2.835 -4.113
9 H 4.749 -4.901 -2.735
10 H 3.062 -4.358 -2.548
11 H 4.318 -3.891 -1.341
12 H 6.384 -1.956 -2.922
13 H 5.356 -1.945 -1.475
14 H 5.044 -0.794 -2.841
15 C -1.867 -1.304 -0.193
16 C -1.608 -0.783 -1.503
17 C -0.471 -1.488 -2.054
18 H -2.200 -0.007 -1.997
19 C -0.109 -2.479 -1.110
20 C -0.891 -2.335 0.072
21 H -0.947 -3.036 0.904
22 H -2.787 -1.140 0.368
23 H -0.059 -1.363 -3.063
24 H 0.610 -3.271 -1.292
25 C 1.710 2.030 0.486
26 C 0.334 2.259 0.259
27 C -0.048 1.661 -0.997
28 H -0.279 2.983 0.789
29 C 1.162 1.097 -1.574
30 C 2.219 1.309 -0.620
31 H 3.265 1.137 -0.834
32 H 2.280 2.444 1.330
33 H -0.957 1.870 -1.559
34 H 1.292 0.856 -2.629
35 W 0.152 -0.421 -0.157
36 C 0.401 0.817 3.181
37 N -0.611 0.131 2.319
38 C -1.827 0.934 2.242
39 N -2.392 1.220 3.574
40 C -1.334 1.927 4.365
41 N -0.113 1.106 4.513
42 C -0.451 -0.161 5.189
43 N -1.449 -0.911 4.391
44 C -0.913 -1.165 3.062
45 C -2.673 -0.092 4.233
46 H 0.733 1.745 2.715
47 H 1.286 0.181 3.272
48 H -2.600 0.419 1.659
49 H -1.617 1.898 1.771
50 H -1.753 2.131 5.360
51 H -1.095 2.873 3.843
52 H 0.463 -0.775 5.272
53 H -0.904 0.074 6.167
54 H -1.625 -1.777 2.497
55 H 0.017 -1.742 3.153
56 H -3.091 0.120 5.227
57 H -3.407 -0.639 3.610

C22H39Cl3N2O3PS2 | ωB97M-V/def2-TZVPD

For the energy, the calculation gives -101084.6150 eV. Its net charge is +1. The HOMO energy comes out at -0.374 Ha. Its HOMO-LUMO gap is 0.221 Eh. The calculation puts the energy above the lowest of the compared OMol25 structures with the same formula, charge and spin at 221.1 kJ/mol.

Element x y z (Å)
1 C 1.443 3.129 0.729
2 C 1.461 2.434 2.153
3 O 1.123 1.042 2.120
4 C -0.311 0.861 2.086
5 C -0.518 -0.643 1.709
6 O -1.900 -1.084 1.624
7 C -2.724 -0.193 0.996
8 C -2.548 0.297 -0.392
9 C -1.357 -0.212 -1.288
10 C -1.563 -1.778 -1.490
11 C -0.257 -2.633 -1.375
12 S 0.789 -2.540 -2.914
13 C 2.226 -3.683 -2.603
14 S 2.024 -5.245 -3.074
15 N 3.392 -3.110 -2.020
16 C 4.614 -3.916 -2.252
17 C 4.843 -5.114 -1.242
18 C 3.207 -2.723 -0.595
19 C 2.849 -1.156 -0.579
20 C -3.520 1.259 -0.970
21 P -3.438 1.981 -2.697
22 C -1.770 2.773 -3.028
23 C -3.856 0.715 -4.009
24 C -4.652 1.681 -0.126
25 C -4.750 1.134 1.205
26 N -3.818 0.248 1.735
27 C -4.109 -0.224 3.127
28 O -4.611 0.814 3.955
29 C -3.506 1.698 4.293
30 H 1.979 4.115 0.724
31 H 1.775 2.441 -0.092
32 H 0.358 3.383 0.515
33 H 0.836 2.977 2.914
34 H 2.543 2.505 2.507
35 H -0.656 1.085 3.141
36 H -0.699 1.598 1.336
37 H 0.093 -0.883 0.799
38 H -0.053 -1.246 2.541
39 H -1.422 0.248 -2.314
40 H -0.357 0.080 -0.883
41 H -2.397 -2.137 -0.822
42 H -1.954 -1.929 -2.539
43 H 0.353 -2.449 -0.457
44 H -0.584 -3.715 -1.316
45 H 4.646 -4.266 -3.311
46 H 5.485 -3.204 -2.131
47 H 5.401 -5.913 -1.810
48 H 3.901 -5.515 -0.798
49 H 5.547 -4.771 -0.437
50 H 4.136 -2.811 0.022
51 H 2.347 -3.299 -0.147
52 H 3.469 -0.701 -1.396
53 H 3.075 -0.714 0.433
54 H 1.779 -0.954 -0.826
55 H -1.010 2.339 -2.318
56 H -1.763 3.880 -2.868
57 H -1.408 2.548 -4.065
58 H -4.859 0.259 -3.778
59 H -3.075 -0.077 -4.175
60 H -3.936 1.277 -4.982
61 H -5.417 2.382 -0.547
62 H -5.636 1.443 1.815
63 H -3.272 -0.802 3.586
64 H -4.969 -0.949 3.024
65 H -3.657 2.682 3.775
66 H -2.568 1.253 3.873
67 H -3.365 1.786 5.398
68 C 5.416 4.429 2.159
69 Cl 4.140 4.477 3.383
70 Cl 5.128 3.114 1.012
71 Cl 5.525 5.976 1.315
72 H 6.362 4.245 2.659

One value per record, in order, for max |F|: 0.76; 3.46; 2.97 eV/Å.